(1)
Below is 2 unconnected molecules or ions with the total composition C2H2Cl2O2S at a distorted geometry, with properties calculated with ωB97M-V with the def2-TZVPD basis set.

- Kohn-Sham gap (spin up / spin down) (eV) = 7.6 / 7.5
- total charge = 0
- multiplicity = 1
- HOMO (spin up / spin down) (eV) = -8.703 / -8.520
- LUMO (spin up / spin down) (eV) = -1.13 / -1.07

The geometry in XYZ format:
```
9
Properties=species:S:1:pos:R:3:forces:R:3:nbo_charge:R:1
C -0.1536 -0.3952 -0.5613 -1.1 -1.0 0.3 0.294
C -0.7564 0.9837 -0.3259 -1.9 -0.6 -1.6 -0.417
O 0.2711 -2.9912 2.6364 -0.5 -0.4 0.5 -0.702
O 0.8374 -0.4615 -1.3425 1.0 3.2 -0.2 -0.604
S 1.1104 -2.1769 1.7520 0.5 0.4 -0.5 0.696
Cl 0.1857 2.2746 -1.1059 0.4 0.7 -0.2 -0.029
Cl -0.8210 1.2103 1.4135 -0.3 0.1 -0.2 0.049
H -1.8260 0.9876 -0.9107 2.5 -0.1 1.9 0.279
H 1.1523 0.5686 -1.5556 -0.5 -2.3 0.0 0.435
```
Positions in Å, forces in eV/Å.


(2)
Below is a gas-phase ion, C4H8N (charge +1) at a distorted geometry, with properties calculated with ωB97M-V with the def2-TZVPD basis set.

- Kohn-Sham gap (eV) = 8.8
- total charge = +1
- SMILES = C=[N+]=C(C)C
- multiplicity = 1
- HOMO (eV) = -15.254
- LUMO (eV) = -6.44

The geometry in XYZ format:
```
13
Properties=species:S:1:pos:R:3:forces:R:3:nbo_charge:R:1
C -1.5877 -1.2340 -0.8365 -1.3 -1.1 0.0 0.015
N -1.2538 -0.0739 -0.6013 4.8 3.9 2.7 -0.380
C 0.1453 0.3372 0.1536 -6.1 -1.9 -3.5 0.659
C 0.8985 1.1192 -0.7367 3.0 -0.4 -1.1 -0.783
C 0.4702 -0.0881 1.4636 0.4 2.5 0.9 -0.797
H -1.0936 -2.0782 -0.4400 0.7 -1.2 0.0 0.178
H -2.5314 -1.3450 -1.3586 -0.1 -0.3 -0.1 0.225
H 0.4701 1.9412 -1.2881 -0.8 0.2 0.1 0.341
H 1.1000 0.3576 -1.6454 -0.1 1.3 1.7 0.347
H 1.8405 1.4767 -0.2382 -0.7 -0.5 -0.8 0.268
H 0.5169 -1.1453 1.4795 0.6 -1.3 0.2 0.312
H 1.2723 0.5742 1.8163 0.7 -1.2 -0.1 0.278
H -0.2474 0.1584 2.2317 -1.2 0.0 -0.1 0.337
```
Positions in Å, forces in eV/Å.


(3)
Below is a molecular structure, C2H4Cl2FeI2O12S at a distorted geometry, with properties calculated with ωB97M-V with the def2-TZVPD basis set.

- Kohn-Sham gap (spin up / spin down) (eV) = 3.3 / 5.7
- total charge = -2
- multiplicity = 5
- HOMO (spin up / spin down) (eV) = 1.413 / -1.078
- ⟨S²⟩ = 6.03
- LUMO (spin up / spin down) (eV) = 4.75 / 4.62

The geometry in XYZ format:
```
24
Properties=species:S:1:pos:R:3:forces:R:3:mulliken_spin:R:1
Fe -19.0170 19.6783 -6.3433 1.5 5.3 1.8 2.684
I -17.2700 19.7023 -7.3058 13.5 0.8 -9.8 0.383
I -20.2259 21.2201 -5.8272 -12.1 12.5 0.8 0.247
Cl -20.1221 17.8669 -8.1857 1.3 -7.0 -3.6 0.046
O -19.8578 18.9976 -7.4294 -10.7 -1.8 -9.8 0.020
O -19.5582 18.1351 -9.4863 -1.3 0.2 -0.5 0.020
O -19.3639 16.7993 -7.5903 -1.5 0.4 -2.0 0.001
O -21.5036 17.4495 -8.1884 -0.1 1.5 -0.3 0.011
Cl -18.3255 17.3267 -4.9653 3.3 -3.2 3.3 0.062
O -18.8767 16.9561 -3.6989 -1.6 -0.6 -0.1 0.013
O -17.0374 17.8670 -4.5724 -1.1 -1.4 -2.7 -0.014
O -18.2397 16.2859 -5.9069 1.8 -1.9 2.0 0.012
O -19.1596 18.2678 -5.6238 -2.9 -9.1 6.4 0.029
C -15.2969 19.6673 -4.9470 2.0 -0.2 1.6 0.026
C -15.3019 19.3695 -3.4262 -0.6 0.0 0.4 0.045
O -16.6724 19.5017 -3.1310 -1.5 0.3 1.5 -0.026
S -17.4138 20.7181 -4.0585 1.3 -1.0 6.3 0.446
O -17.5010 21.9335 -3.2476 0.4 0.3 -1.6 0.041
O -18.4788 20.2065 -4.9027 5.7 1.7 8.5 -0.002
O -16.1135 20.8080 -4.9112 0.3 2.5 -1.7 -0.033
H -15.6879 18.9268 -5.6447 0.2 -0.1 0.9 0.012
H -14.2974 19.9234 -5.2985 0.0 0.6 0.0 -0.021
H -15.0637 20.1375 -2.6903 2.3 0.6 -0.8 -0.003
H -14.8934 18.4309 -3.0515 -0.2 -0.3 -0.5 0.000
```
Positions in Å, forces in eV/Å.


(4)
Below is a molecular structure, C7H13NO at a distorted geometry, with properties calculated with ωB97M-V with the def2-TZVPD basis set.

- Kohn-Sham gap (eV) = 7.3
- total charge = 0
- multiplicity = 1
- HOMO (eV) = -6.706
- LUMO (eV) = 0.55

The geometry in XYZ format:
```
22
Properties=species:S:1:pos:R:3:forces:R:3:mulliken_charge:R:1
C 0.1378 1.9559 1.0706 0.2 -1.4 0.4 -0.312
C -1.8407 0.2981 1.8552 0.2 -0.1 0.1 -1.008
C -0.9620 1.1588 1.0401 -0.7 1.8 -0.1 0.976
C -0.8258 2.1619 -0.0937 -0.2 -0.6 -0.6 -1.216
H 0.8497 2.3356 1.7941 -0.1 -0.2 0.0 0.422
H 0.3002 0.6245 0.8015 0.7 0.8 -0.1 0.036
H -1.4487 3.0499 0.0678 -0.2 -0.2 0.3 0.172
H -2.1439 -0.5881 1.2971 0.0 0.1 0.0 0.289
H -1.3716 -0.0068 2.7932 0.0 0.0 -0.1 0.277
H -2.7407 0.8770 2.0836 0.1 0.0 -0.1 0.365
C 1.9571 -1.6130 -0.9289 0.0 0.1 0.1 -1.412
C 0.7818 -0.7108 -1.1829 -0.3 -0.2 -0.1 0.314
N 1.1007 0.5536 -1.6902 -0.1 0.0 0.0 -0.545
C -0.5025 -1.0876 -1.0460 0.4 0.2 0.2 -0.291
O -0.9709 -2.2998 -0.5720 0.1 -0.1 0.0 -0.537
H -0.2351 -2.9064 -0.4341 -0.1 0.1 0.0 0.238
H 0.3642 1.2652 -1.5228 0.1 -0.1 0.1 0.356
H 2.0205 0.8814 -1.4333 -0.1 0.0 0.0 0.237
H -1.3121 -0.4202 -1.2999 0.0 0.0 0.0 0.628
H 2.5897 -1.2093 -0.1314 0.0 0.0 0.0 0.286
H 2.5723 -1.6927 -1.8283 0.0 0.0 0.0 0.321
H 1.6797 -2.6276 -0.6397 0.0 0.0 0.0 0.403
```
Positions in Å, forces in eV/Å.


(5)
Below is 3 unconnected molecules or ions with the total composition C2H10N2O2 at a distorted geometry, with properties calculated with ωB97M-V with the def2-TZVPD basis set.

- Kohn-Sham gap (eV) = 9.9
- total charge = 0
- SMILES = [H]/N=C/NC.O.O
- multiplicity = 1
- HOMO (eV) = -8.947
- LUMO (eV) = 0.98

The geometry in XYZ format:
```
16
Properties=species:S:1:pos:R:3:forces:R:3:nbo_charge:R:1
H 2.8395 -4.1310 1.7420 0.1 0.2 0.1 0.335
N 2.5570 -3.1513 1.7378 -0.1 -0.3 0.4 -0.703
C 1.6894 -2.9894 0.8270 0.3 -0.4 -0.3 0.281
N 1.0066 -1.8362 0.6126 -0.5 0.6 -0.3 -0.624
C 0.7752 -1.3784 -0.7499 -0.9 -1.3 0.4 -0.409
H 1.4170 -3.7874 0.1105 0.1 0.3 0.1 0.134
H 1.0016 -1.1097 1.3140 0.5 -0.3 0.1 0.393
H -0.1849 -0.8609 -0.7673 0.4 0.6 -0.2 0.204
H 0.5872 -2.2750 -1.3557 0.2 0.2 0.0 0.196
H 1.6276 -0.8574 -1.1645 0.0 0.5 -0.2 0.192
O -7.3712 0.8719 -0.7781 0.3 0.4 -0.1 -0.930
H -7.2031 1.7133 -0.3361 -0.2 -0.1 0.1 0.465
H -6.8300 0.9553 -1.5713 -0.1 -0.2 -0.1 0.465
O 2.7249 5.9254 -0.0795 0.1 0.5 0.4 -0.930
H 2.0160 6.5807 -0.0843 -0.1 -0.2 -0.2 0.465
H 3.3475 6.3300 0.5426 0.0 -0.3 -0.2 0.466
```
Positions in Å, forces in eV/Å.


(6)
Below is a single C5H9N2P molecule at a distorted geometry, with properties calculated with ωB97M-V with the def2-TZVPD basis set.

- Kohn-Sham gap (spin up / spin down) (eV) = 7.9 / 7.9
- total charge = 0
- SMILES = PC1=NNCCC=C1
- multiplicity = 1
- HOMO (spin up / spin down) (eV) = -7.825 / -7.824
- LUMO (spin up / spin down) (eV) = 0.07 / 0.07

The geometry in XYZ format:
```
17
Properties=species:S:1:pos:R:3:forces:R:3:nbo_charge:R:1
P -3.2897 0.1214 -0.3050 1.6 -0.9 0.2 0.233
C -1.3569 0.1646 -0.0377 -1.4 -1.0 0.3 -0.078
N -0.8458 -1.0334 0.3390 -0.9 2.8 -1.1 -0.221
N 0.4694 -1.3186 0.4003 0.3 -2.7 0.2 -0.421
C 1.5161 -0.6783 -0.3546 1.0 1.1 1.5 -0.229
C 1.8176 0.7898 0.1267 -0.7 0.4 2.7 -0.449
C 0.4575 1.3642 0.4807 0.5 0.2 -3.0 -0.089
C -0.6261 1.4434 -0.3812 0.8 -3.3 2.9 -0.328
H -3.5216 -0.4689 0.9718 -0.2 0.1 -0.3 -0.007
H -3.2364 -1.1568 -0.9881 -0.3 0.6 0.4 -0.016
H 0.6275 -2.3916 0.5099 -0.7 2.9 -0.3 0.388
H 1.4144 -0.6578 -1.4075 -0.7 -0.1 -1.2 0.191
H 2.4201 -1.2309 -0.1092 0.0 -0.3 -0.2 0.209
H 2.3177 0.6731 1.1283 0.0 0.3 -1.1 0.205
H 2.4077 1.3891 -0.5156 0.7 0.2 -1.0 0.226
H 0.2226 1.1430 1.4718 -0.7 -0.9 1.4 0.178
H -0.7942 1.8475 -1.3296 0.5 0.6 -1.5 0.211
```
Positions in Å, forces in eV/Å.


(7)
Below is a molecular structure, C55H60Cl3GeMgN5O4P2S3, with properties calculated with ωB97M-V with the def2-TZVPD basis set.

- Kohn-Sham gap (eV) = 7.4
- total charge = 0
- multiplicity = 1
- HOMO (eV) = -7.228
- LUMO (eV) = 0.15

The geometry in XYZ format:
```
134
Properties=species:S:1:pos:R:3:forces:R:3:mulliken_charge:R:1
Mg 0.2296 0.1745 0.2914 -0.7 0.4 -0.5 1.720
S 2.0650 3.6596 -0.9164 0.1 -0.1 0.0 -0.484
P 0.1495 3.5902 -1.3345 -0.1 0.3 -0.2 1.226
S -0.8439 1.8301 -1.2988 0.1 0.0 -0.1 -0.841
C -0.1409 4.2981 -3.0091 0.1 -0.1 0.1 0.264
C -0.5747 3.5297 -4.0811 0.0 0.1 0.1 -0.244
C -0.7184 4.1055 -5.3375 0.0 0.0 0.0 -0.639
C -0.4306 5.4481 -5.5257 0.0 0.0 -0.1 -0.401
C -0.0005 6.2207 -4.4547 0.0 0.0 0.1 -0.670
C 0.1488 5.6477 -3.2027 0.0 -0.1 0.0 -0.566
C -0.8076 4.7764 -0.3128 0.2 -0.1 -0.1 0.269
C -2.1944 4.8232 -0.4161 0.0 0.0 0.0 -0.475
C -2.9044 5.8065 0.2541 0.0 0.0 0.0 -0.633
C -2.2349 6.7448 1.0298 0.0 0.0 0.0 -0.410
C -0.8546 6.6874 1.1488 0.0 0.0 0.0 -0.572
C -0.1406 5.7021 0.4788 0.0 0.0 0.0 -0.323
H -0.8070 2.4853 -3.9176 0.0 0.0 0.0 0.351
H -1.0638 3.5009 -6.1675 0.0 0.0 0.0 0.388
H -0.5370 5.8938 -6.5072 0.0 0.0 0.0 0.363
H 0.2180 7.2725 -4.5938 0.0 0.0 0.0 0.379
H 0.4974 6.2387 -2.3645 0.0 0.1 0.0 0.399
H -2.7120 4.0876 -1.0204 0.0 0.0 0.0 0.398
H -3.9836 5.8443 0.1697 0.0 0.0 0.0 0.387
H -2.7928 7.5187 1.5429 0.0 0.0 0.0 0.377
H -0.3312 7.4130 1.7590 0.0 0.0 0.0 0.399
H 0.9380 5.6385 0.5586 0.0 0.0 0.0 0.347
C 2.4685 -4.4042 -2.2796 -0.1 0.0 0.1 -1.193
N 1.5620 -3.2739 -2.1826 0.1 0.4 0.0 0.478
C 0.4436 -3.3039 -3.1174 0.0 0.0 0.1 -1.050
P 1.9610 -1.7889 -1.5424 0.3 -0.8 -0.3 -0.680
O 0.7131 -1.1582 -1.0100 0.3 0.0 -0.3 -0.995
N 3.1098 -2.1766 -0.4156 -0.4 0.2 -0.2 0.712
C 2.7189 -3.0529 0.6867 0.2 0.0 0.0 -0.763
C 4.3312 -1.4149 -0.2242 0.0 0.0 0.0 -0.632
N 2.6212 -0.8714 -2.7389 0.1 -0.1 0.3 0.670
C 2.5937 0.5884 -2.6945 0.0 0.0 -0.1 -0.369
C 3.6232 -1.4354 -3.6269 -0.1 0.0 0.0 -1.053
H 2.0438 -5.2859 -1.7890 0.0 0.0 0.0 0.277
H 3.4154 -4.1736 -1.7985 0.0 0.0 0.0 0.370
H 2.6572 -4.6623 -3.3271 0.0 0.0 0.0 0.388
H -0.2148 -4.1473 -2.8929 0.0 0.0 0.0 0.343
H 0.7911 -3.4018 -4.1519 0.0 0.0 0.0 0.285
H -0.1284 -2.3825 -3.0275 -0.1 0.0 0.0 0.218
H 1.7794 -3.5445 0.4381 0.0 0.0 0.1 0.340
H 2.5623 -2.4985 1.6126 0.0 0.1 0.0 -0.362
H 3.4904 -3.8135 0.8474 0.0 0.0 0.0 0.459
H 4.4618 -0.7119 -1.0451 0.1 0.0 0.0 0.182
H 5.1912 -2.0916 -0.1911 0.0 0.0 0.0 0.395
H 4.3066 -0.8416 0.7074 0.0 0.0 0.0 -0.090
H 1.8726 0.9318 -1.9638 -0.1 0.1 0.0 -0.608
H 2.2944 0.9856 -3.6670 0.0 0.0 0.0 0.349
H 3.5689 1.0087 -2.4352 0.0 0.0 0.0 0.350
H 3.5359 -2.5206 -3.6540 0.0 0.0 0.0 0.246
H 4.6420 -1.1728 -3.3209 0.0 0.0 0.0 0.304
H 3.4648 -1.0528 -4.6374 0.0 0.0 0.0 0.365
Cl -7.7386 -6.8158 5.8189 -0.1 -0.1 0.1 -0.218
C -6.5974 -5.7742 5.0432 0.1 0.1 -0.1 0.364
C -6.0283 -6.1492 3.8392 0.0 -0.1 0.0 -1.014
C -5.1193 -5.2983 3.2356 0.0 0.0 0.0 -0.131
C -4.7613 -4.0787 3.7993 0.1 0.2 0.1 -0.059
C -3.7724 -3.2016 3.0535 -0.1 0.0 -0.1 -0.368
C -4.4373 -1.9393 2.4915 0.2 -0.1 0.2 -1.123
N -3.5637 -1.2875 1.5351 0.2 0.1 0.1 0.213
C -3.6309 -1.4392 0.1708 -0.1 0.0 -0.2 -0.719
C -2.5103 -0.8602 -0.3331 0.0 -0.1 0.0 -0.500
N -1.7413 -0.3826 0.7003 -0.6 -0.2 0.2 -0.344
C -2.4026 -0.6462 1.8080 0.0 -0.2 -0.3 -0.467
O -2.6794 -2.8011 3.8514 0.0 0.2 0.1 -0.288
C -1.4458 -3.4572 3.5814 0.1 -0.2 0.0 -0.307
C -1.5576 -4.9533 3.6676 0.0 0.1 0.1 0.422
C -1.8932 -5.6284 4.8029 0.0 -0.3 -0.1 0.819
Cl -2.1827 -4.9482 6.3420 0.0 0.0 0.1 -0.176
S -2.0192 -7.3286 4.5558 0.0 0.3 -0.1 -0.186
C -1.6079 -7.1477 2.8989 0.0 -0.2 0.1 -0.471
C -1.3917 -5.8483 2.5704 0.0 0.1 0.0 -0.993
C -5.3476 -3.7322 5.0213 0.0 -0.3 -0.2 1.100
Cl -4.9627 -2.2597 5.8425 0.0 0.1 0.0 -0.198
C -6.2622 -4.5718 5.6394 0.0 0.0 0.1 -0.857
H -6.2878 -7.0957 3.3855 0.0 0.0 0.0 0.416
H -4.6618 -5.5985 2.2994 0.0 0.0 0.0 0.396
H -3.4047 -3.7742 2.1948 0.0 -0.1 0.0 0.451
H -4.6500 -1.2607 3.3125 -0.1 0.1 0.0 0.418
H -5.3670 -2.2047 1.9914 0.0 0.1 0.0 0.285
H -4.4670 -1.9244 -0.3036 0.0 0.0 0.0 0.415
H -2.1890 -0.7494 -1.3553 -0.1 0.0 0.0 0.445
H -2.0589 -0.4358 2.8066 -0.1 0.0 0.0 0.643
H -0.7549 -3.0761 4.3344 0.0 0.0 0.0 0.315
H -1.0637 -3.1688 2.5955 0.0 0.0 0.0 -0.082
H -1.5449 -8.0183 2.2654 0.0 0.0 0.0 0.436
H -1.1202 -5.5151 1.5771 0.0 0.0 0.0 0.510
H -6.7055 -4.2864 6.5832 0.0 0.0 0.0 0.449
O 1.3068 1.1278 1.6059 0.2 0.2 0.2 -0.321
C 1.2082 0.1359 2.3822 0.4 0.0 0.9 0.826
O 0.6964 -0.9527 1.9925 0.2 0.1 0.3 -0.230
C 1.7908 0.2297 3.7830 0.1 -0.2 -0.2 -0.638
C 3.3092 -0.0140 3.6498 0.0 -0.1 0.3 0.113
Ge 4.2227 -0.7177 5.2527 0.0 0.1 -0.1 1.874
C 4.3416 0.6458 6.6587 0.0 -0.2 -0.2 -0.242
C 3.1898 1.1184 7.2879 0.0 0.0 0.0 -0.006
C 3.2649 2.1176 8.2473 0.0 0.0 0.0 -0.745
C 4.4962 2.6576 8.5917 0.0 0.0 0.0 -0.483
C 5.6493 2.1980 7.9721 0.0 0.0 0.0 -0.602
C 5.5705 1.1996 7.0111 0.0 0.0 0.0 -0.507
C 3.2791 -2.3099 5.9089 0.1 0.3 0.0 0.149
C 2.8661 -2.4324 7.2329 0.0 0.0 0.0 -0.416
C 2.2425 -3.5913 7.6746 0.0 -0.1 0.0 -0.698
C 2.0245 -4.6395 6.7929 0.0 0.0 0.0 -0.491
C 2.4248 -4.5278 5.4680 0.0 0.0 0.0 -0.579
C 3.0504 -3.3700 5.0331 0.0 0.1 -0.1 -0.335
C 6.0178 -1.3284 4.7304 -0.2 0.1 0.1 -0.158
C 6.8290 -1.9317 5.6925 -0.1 0.0 0.0 -0.162
C 8.0901 -2.4060 5.3653 0.0 0.0 0.0 -0.765
C 8.5557 -2.2908 4.0620 0.0 0.0 0.0 -0.451
C 7.7584 -1.6995 3.0932 0.1 0.0 0.0 -0.543
C 6.4993 -1.2194 3.4287 -0.1 0.1 0.0 -0.347
H 1.3090 -0.5363 4.3935 0.1 0.0 0.0 0.178
H 1.6033 1.2105 4.2194 0.0 0.0 -0.1 0.566
H 3.7951 0.9131 3.3395 0.0 -0.1 -0.1 0.474
H 3.4851 -0.7507 2.8605 0.0 0.0 0.0 -0.716
H 2.2203 0.7068 7.0249 0.0 0.0 0.0 0.443
H 2.3632 2.4796 8.7255 0.0 0.0 0.0 0.393
H 4.5578 3.4379 9.3397 0.0 0.0 0.0 0.378
H 6.6124 2.6184 8.2338 0.0 0.0 0.0 0.399
H 6.4739 0.8485 6.5245 0.0 0.0 0.0 0.314
H 3.0375 -1.6157 7.9258 0.0 0.0 0.0 0.408
H 1.9276 -3.6798 8.7071 0.0 0.0 0.0 0.421
H 1.5447 -5.5457 7.1376 0.0 0.0 0.0 0.443
H 2.2525 -5.3468 4.7800 0.0 0.0 0.0 0.425
H 3.3690 -3.2901 3.9975 0.0 0.0 0.0 0.258
H 6.4603 -2.0332 6.7086 0.1 0.0 0.0 0.419
H 8.7119 -2.8664 6.1230 0.0 0.0 0.0 0.393
H 9.5402 -2.6598 3.8035 0.0 0.0 0.0 0.379
H 8.1224 -1.6100 2.0769 0.0 0.0 0.0 0.408
H 5.8883 -0.7476 2.6661 0.0 0.0 0.0 0.228
```
Positions in Å, forces in eV/Å.


(8)
Below is a gas-phase ion, C3H6N (charge +1) at a distorted geometry, with properties calculated with ωB97M-V with the def2-TZVPD basis set.

- Kohn-Sham gap (eV) = 10.7
- total charge = +1
- SMILES = C#CC[NH3+]
- multiplicity = 1
- HOMO (eV) = -15.028
- LUMO (eV) = -4.30

The geometry in XYZ format:
```
10
Properties=species:S:1:pos:R:3:forces:R:3:nbo_charge:R:1
C -1.5839 -1.5444 -0.1234 0.8 1.0 -1.9 -0.079
C -0.7055 -0.7634 -0.4598 -2.2 -1.3 1.1 -0.134
C 0.2415 0.3021 -0.5800 1.8 0.6 -3.3 -0.306
N 0.6978 0.7674 0.7252 3.6 -0.6 -0.4 -0.673
H -2.4538 -2.1845 -0.2800 0.7 0.2 0.8 0.280
H -0.0242 1.1679 -1.2610 -0.3 -1.0 1.0 0.273
H 1.2443 -0.0415 -1.0314 -1.6 0.1 0.2 0.248
H 1.1262 -0.1348 1.0608 0.5 1.4 0.1 0.455
H 0.0105 0.8726 1.4275 -1.4 1.4 0.8 0.454
H 1.4472 1.5587 0.5219 -2.0 -1.8 1.5 0.481
```
Positions in Å, forces in eV/Å.